1.
{
  "formula": "C45H26Br3F7NOPRuSb",
  "method": "the ωB97M-V functional and the def2-TZVPD basis",
  "charge": 2,
  "spin_multiplicity": 2,
  "s_squared": 0.79,
  "e_above_lowest_ev": 0.667,
  "homo_lumo_gap_ev": [6.6, 4.8],
  "homo_energy_ev": [-13.49, -13.48],
  "elements": ["Ru", "F", "C", "C", "F", "C", "F", "C", "P", "C", "C", "C", "C", "C", "C", "C", "C", "C", "C", "C", "C", "C", "Br", "C", "F", "H", "H", "H", "H", "H", "H", "H", "H", "H", "H", "Br", "C", "C", "C", "Br", "C", "C", "C", "C", "N", "C", "C", "O", "H", "H", "H", "H", "F", "C", "C", "C", "C", "C", "C", "Sb", "C", "C", "C", "C", "F", "C", "C", "C", "C", "C", "C", "F", "C", "C", "H", "H", "H", "H", "H", "H", "H", "H", "H", "H", "H", "H"],
  "xyz": [[-1.12, -0.73, -0.32], [-0.71, -1.38, 6.65], [-0.82, -0.86, 5.45], [-0.85, 0.52, 5.28], [-0.76, 1.30, 6.33], [-0.96, 1.06, 4.01], [-0.96, 2.38, 3.91], [-1.05, 0.25, 2.88], [-1.17, 0.91, 1.17], [0.24, 2.02, 1.03], [0.21, 3.06, 0.09], [1.27, 3.94, -0.01], [2.38, 3.79, 0.82], [2.42, 2.76, 1.74], [1.36, 1.87, 1.84], [-2.60, 2.04, 1.20], [-2.42, 3.37, 1.61], [-3.50, 4.23, 1.68], [-4.77, 3.79, 1.34], [-4.96, 2.47, 0.94], [-3.88, 1.61, 0.87], [-1.02, -1.12, 3.09], [-1.13, -2.24, 1.57], [-0.91, -1.69, 4.34], [-0.88, -3.01, 4.49], [-0.65, 3.20, -0.55], [1.24, 4.75, -0.72], [3.20, 4.50, 0.76], [3.28, 2.65, 2.39], [1.41, 1.07, 2.58], [-1.45, 3.73, 1.89], [-3.35, 5.25, 1.99], [-5.62, 4.46, 1.40], [-5.95, 2.12, 0.68], [-4.04, 0.60, 0.55], [-1.19, 0.59, -5.18], [-2.56, -0.15, -4.19], [-3.78, -0.46, -4.77], [-4.81, -1.01, -4.03], [-6.41, -1.38, -4.87], [-4.66, -1.29, -2.62], [-5.65, -1.83, -1.80], [-5.37, -2.04, -0.46], [-4.12, -1.70, 0.04], [-3.15, -1.19, -0.71], [-3.43, -0.98, -2.03], [-2.35, -0.40, -2.80], [-1.25, -0.14, -2.23], [-3.93, -0.27, -5.83], [-6.62, -2.09, -2.21], [-6.12, -2.45, 0.20], [-3.89, -1.85, 1.09], [3.65, -5.84, -4.09], [3.18, -4.82, -3.36], [2.70, -5.08, -2.09], [2.22, -4.02, -1.34], [2.24, -2.73, -1.86], [2.71, -2.50, -3.15], [3.20, -3.55, -3.91], [1.57, -1.11, -0.71], [2.57, 0.47, -1.66], [3.95, 0.41, -1.81], [4.65, 1.41, -2.46], [3.92, 2.47, -2.98], [4.57, 3.45, -3.61], [2.54, 2.55, -2.87], [1.87, 1.54, -2.20], [2.65, -1.34, 1.09], [2.33, -2.39, 1.95], [3.00, -2.60, 3.14], [4.03, -1.73, 3.46], [4.70, -1.91, 4.60], [4.41, -0.69, 2.62], [3.71, -0.50, 1.44], [2.72, -6.09, -1.71], [1.86, -4.23, -0.34], [2.72, -1.51, -3.58], [3.59, -3.40, -4.91], [4.52, -0.43, -1.42], [5.72, 1.39, -2.58], [2.02, 3.39, -3.31], [0.79, 1.59, -2.12], [1.53, -3.08, 1.70], [2.76, -3.41, 3.80], [5.23, -0.05, 2.91], [4.00, 0.32, 0.80]],
  "lowdin_spin": [0.0521, 0.0000, 0.0000, 0.0000, 0.0000, 0.0003, 0.0001, 0.0027, -0.0010, 0.0011, 0.0008, 0.0000, 0.0012, -0.0001, 0.0010, -0.0034, -0.0009, -0.0001, -0.0005, 0.0003, -0.0002, 0.0026, 0.0062, 0.0001, 0.0000, 0.0000, 0.0000, 0.0001, 0.0000, 0.0000, 0.0000, 0.0000, 0.0000, 0.0000, 0.0000, 0.0640, 0.1501, -0.0130, 0.2027, 0.1037, 0.0221, 0.0129, 0.0086, 0.0027, 0.0201, 0.0432, 0.1183, 0.2014, -0.0030, 0.0011, 0.0002, -0.0003, -0.0001, -0.0002, 0.0000, -0.0002, -0.0003, -0.0002, 0.0000, 0.0020, 0.0004, 0.0000, 0.0000, 0.0000, 0.0000, 0.0000, 0.0001, 0.0004, 0.0001, 0.0000, 0.0000, 0.0000, 0.0001, 0.0000, 0.0000, 0.0000, 0.0000, 0.0000, 0.0000, 0.0000, 0.0000, 0.0002, 0.0000, 0.0000, 0.0000, 0.0000]
}

2.
{
  "formula": "C45H27FeN12S",
  "method": "the ωB97M-V functional and the def2-TZVPD basis",
  "spin_multiplicity": 6,
  "s_squared": 8.84,
  "e_above_lowest_ev": 0.000,
  "homo_lumo_gap_ev": [5.1, 4.6],
  "homo_energy_ev": [-6.16, -6.98],
  "elements": ["Fe", "C", "C", "C", "C", "C", "N", "C", "C", "C", "C", "C", "C", "C", "C", "N", "C", "N", "C", "N", "C", "N", "C", "N", "C", "N", "C", "C", "C", "C", "C", "C", "C", "C", "C", "C", "C", "C", "C", "C", "N", "H", "H", "H", "H", "H", "H", "H", "H", "H", "H", "H", "H", "H", "H", "H", "H", "N", "C", "S", "N", "N", "C", "C", "C", "C", "C", "C", "C", "C", "C", "C", "C", "C", "N", "H", "H", "H", "H", "H", "H", "H", "H", "H", "H", "H"],
  "xyz": [[-0.89, -0.22, 1.00], [-5.14, 2.43, -2.98], [-4.93, 1.26, -3.72], [-4.21, 0.19, -3.20], [-3.71, 0.34, -1.92], [-2.91, -0.56, -1.07], [-2.64, -1.77, -1.40], [-1.91, -2.54, -0.56], [-1.84, -3.97, -0.67], [-2.48, -4.88, -1.51], [-2.16, -6.21, -1.35], [-1.24, -6.64, -0.38], [-0.60, -5.73, 0.45], [-0.92, -4.39, 0.30], [-0.44, -3.20, 0.95], [0.57, -3.20, 1.82], [0.90, -2.10, 2.41], [0.18, -0.91, 2.47], [0.75, -0.13, 3.44], [0.29, 0.97, 3.95], [-0.87, 1.46, 3.48], [-1.46, 1.17, 2.30], [-2.54, 2.01, 2.16], [-3.28, 2.19, 1.05], [-3.22, 1.32, 0.10], [-2.59, 0.10, 0.11], [-3.91, 1.50, -1.19], [-4.63, 2.56, -1.69], [-2.67, 2.83, 3.33], [-3.58, 3.83, 3.68], [-3.39, 4.45, 4.90], [-2.33, 4.11, 5.74], [-1.42, 3.13, 5.39], [-1.61, 2.49, 4.17], [1.97, -0.78, 3.95], [2.90, -0.37, 4.88], [3.94, -1.25, 5.16], [4.03, -2.49, 4.52], [3.07, -2.90, 3.60], [2.05, -2.01, 3.32], [-1.07, -2.10, 0.43], [-5.70, 3.24, -3.42], [-5.33, 1.19, -4.72], [-4.05, -0.71, -3.76], [-3.18, -4.55, -2.26], [-2.64, -6.95, -1.98], [-1.02, -7.69, -0.29], [0.12, -6.05, 1.19], [-4.79, 3.46, -1.11], [-4.39, 4.10, 3.02], [-4.08, 5.23, 5.21], [-2.22, 4.62, 6.69], [-0.59, 2.86, 6.03], [2.82, 0.59, 5.37], [4.70, -0.97, 5.87], [4.85, -3.15, 4.76], [3.13, -3.85, 3.09], [1.88, -3.00, -1.53], [1.47, -1.76, -1.12], [2.39, -0.95, 0.08], [0.43, -1.27, -1.76], [0.00, -0.11, -1.18], [-0.19, 0.90, -1.94], [-0.02, 0.87, -3.42], [-0.70, -0.08, -4.17], [-0.57, -0.10, -5.55], [0.27, 0.82, -6.18], [0.97, 1.75, -5.43], [0.82, 1.78, -4.05], [-0.48, 2.18, -1.26], [-0.93, 3.31, -1.94], [-1.03, 4.50, -1.25], [-0.68, 4.54, 0.09], [-0.29, 3.35, 0.70], [-0.21, 2.20, 0.05], [2.57, -3.46, -0.97], [1.21, -3.57, -2.04], [-1.32, -0.81, -3.67], [-1.10, -0.83, -6.13], [0.38, 0.79, -7.26], [1.63, 2.45, -5.92], [1.38, 2.50, -3.47], [-1.19, 3.24, -2.99], [-1.38, 5.40, -1.75], [-0.72, 5.45, 0.67], [-0.05, 3.33, 1.75]],
  "lowdin_spin": [2.7716, 0.0116, 0.0116, 0.0118, 0.0097, 0.0983, 0.0374, 0.2194, 0.0436, 0.0331, 0.0270, 0.0395, 0.0224, 0.0520, 0.1835, 0.0413, 0.1004, 0.0509, 0.0832, 0.0580, 0.1829, -0.0124, 0.2126, 0.0469, 0.0978, 0.0546, 0.0101, 0.0112, 0.0458, 0.0318, 0.0288, 0.0382, 0.0244, 0.0500, 0.0080, 0.0107, 0.0103, 0.0104, 0.0103, 0.0084, -0.0118, 0.0004, 0.0004, 0.0004, 0.0014, 0.0006, 0.0016, 0.0006, 0.0003, 0.0014, 0.0007, 0.0014, 0.0007, 0.0003, 0.0003, 0.0003, 0.0004, 0.0103, 0.0097, 0.0485, 0.0136, 0.0710, 0.0068, 0.0018, 0.0013, 0.0002, 0.0005, 0.0000, 0.0004, 0.0030, 0.0044, 0.0001, 0.0033, 0.0032, 0.0320, 0.0007, 0.0002, 0.0007, 0.0000, 0.0000, 0.0000, 0.0000, 0.0003, -0.0001, 0.0003, 0.0013]
}

Number 1: electronic energy -10957.4714 Eh. Number 2: electronic energy -4050.1173 Eh.